Record 1
Entry from the Open Molecules 2025 dataset: a molecular structure, CHI2O3P (ωB97M-V/def2-TZVPD).

Computed properties:
**Multiplicity**: 1
**Net charge**: -2
**ΔE to the lowest compared entry with this formula, charge and spin**: 5.4 kcal/mol
**Total energy**: -32687.0792 eV
**Strongest force on any atom**: 2.7 eV/A
**LUMO**: 4.93 eV
**Frontier orbital gap**: 0.206 Eh

CARTESIAN COORDINATES (ANGSTROEM)
C: -0.8395 -0.2804 -0.6013
O: 1.3245 1.4595 0.0624
O: 2.1736 -0.9100 0.5042
O: 0.7481 0.2782 2.2556
P: 1.2313 0.1813 0.8180
I: -1.8161 -2.1680 -1.2889
I: -2.4816 1.1921 -0.2723
H: -0.3403 0.2472 -1.4777

Atom charges from the Mulliken analysis, given in e for atoms 1 to 2:
1 C -0.673
2 O -0.664


Record 2
Entry from the Open Molecules 2025 dataset: 8 unconnected molecules or ions with the total composition C39H58NO24 (ωB97M-V/def2-TZVPD).

Computed properties:
**Multiplicity**: 1
**Net charge**: +1
**Total energy**: -92005.0796 eV
**Strongest force on any atom**: 4.2 eV/A
**LUMO**: -3.40 eV
**Frontier orbital gap**: 0.309 Eh

CARTESIAN COORDINATES (ANGSTROEM)
C: 3.5200 -1.6612 -0.9787
O: 4.2779 -1.3009 -2.1366
C: 5.2920 -0.3630 -1.8313
C: 4.9211 1.0951 -2.2800
C: 4.0160 1.8560 -1.1983
N: 3.5833 3.1829 -1.7641
O: 2.2499 3.5021 -1.5999
C: 1.4078 2.8671 -2.5805
O: 1.2495 3.2823 -3.6856
C: 0.6466 1.6035 -2.0883
C: 0.4271 0.4271 -2.9172
C: -0.2816 -0.6975 -2.2835
C: -0.7636 -0.6417 -0.8928
C: -0.5392 0.5537 -0.0707
C: 0.1651 1.6698 -0.6855
H: 2.4725 -1.8773 -1.3334
H: 3.4880 -0.8314 -0.2349
H: 3.8777 -2.5980 -0.4632
H: 6.2017 -0.6711 -2.4178
H: 5.5767 -0.3679 -0.7391
H: 4.3397 1.0350 -3.2451
H: 5.8389 1.7358 -2.4251
H: 4.6633 2.0273 -0.2913
H: 3.1705 1.2075 -0.8607
H: 4.1048 3.9047 -1.2375
H: 3.9106 3.2847 -2.7454
H: 0.7908 0.3604 -3.9658
H: -0.4445 -1.6328 -2.8667
H: -1.2923 -1.4924 -0.4124
H: -0.8760 0.6659 0.9837
H: 0.3518 2.5691 -0.0515
C: 2.4455 0.5468 5.7309
C: 1.5909 0.4792 4.4855
C: 0.7601 -0.7646 4.3713
O: 0.5810 -0.8692 2.9507
C: 1.6598 -0.2817 2.3804
O: 1.9302 -0.3535 1.2149
O: 2.3959 0.3954 3.2973
H: 3.0815 1.4331 5.7010
H: 1.8279 0.5895 6.6297
H: 3.1162 -0.3194 5.8056
H: 0.9744 1.3818 4.4074
H: -0.1987 -0.6785 4.8815
H: 1.2708 -1.6622 4.7194
C: 1.6556 -4.2574 9.9890
C: 1.7521 -3.0822 9.0456
C: 0.8444 -3.1771 7.8561
O: 1.5344 -2.3664 6.8957
C: 2.8560 -2.4284 7.2112
O: 3.7390 -2.0235 6.5146
O: 3.0423 -3.0141 8.4214
H: 2.3982 -4.1682 10.7840
H: 0.6642 -4.3139 10.4410
H: 1.8619 -5.1967 9.4708
H: 1.5976 -2.1478 9.5948
H: -0.1593 -2.7846 8.0567
H: 0.7601 -4.1921 7.4524
C: 6.7599 3.7875 1.6850
C: 6.2254 3.1229 2.9333
C: 4.7240 3.0747 3.0087
O: 4.4992 3.0074 4.4131
C: 5.5599 3.6288 5.0081
O: 5.6103 3.9190 6.1564
O: 6.5510 3.8744 4.1019
H: 7.8473 3.8654 1.7314
H: 6.4883 3.2185 0.7921
H: 6.3766 4.8063 1.5859
H: 6.6643 2.1256 3.0438
H: 4.3046 2.2019 2.5058
H: 4.2388 3.9787 2.6248
C: -3.9643 -6.6431 7.5558
C: -3.8745 -5.1371 7.4822
C: -3.2656 -4.6202 6.2107
O: -2.7458 -3.3545 6.6268
C: -2.4624 -3.4683 7.9506
O: -1.8400 -2.6637 8.5786
O: -2.9723 -4.6162 8.4656
H: -4.3344 -6.9538 8.5343
H: -4.6353 -7.0322 6.7887
H: -2.9814 -7.1032 7.4316
H: -4.8589 -4.6944 7.6648
H: -3.9968 -4.4989 5.4125
H: -2.4346 -5.2310 5.8462
C: -5.0977 0.9040 -5.6294
C: -3.7165 0.3592 -5.3532
C: -3.1269 -0.4186 -6.4934
O: -2.2110 -1.2849 -5.8162
C: -2.7110 -1.4779 -4.5671
O: -2.3019 -2.2928 -3.7956
O: -3.7377 -0.6262 -4.3120
H: -5.5017 1.3833 -4.7350
H: -5.0763 1.6350 -6.4381
H: -5.7849 0.1109 -5.8938
H: -3.0510 1.1686 -5.0326
H: -2.6073 0.2150 -7.2112
H: -3.8575 -1.0360 -7.0232
C: 0.7979 5.1518 -5.8533
C: 0.8332 5.1961 -7.3634
C: 2.1329 5.6923 -7.9332
O: 1.7250 6.2070 -9.1989
C: 0.4252 6.5971 -9.0614
O: -0.1730 7.2389 -9.8607
O: -0.0937 6.1536 -7.8793
H: -0.1962 4.8656 -5.5049
H: 1.5204 4.4392 -5.4678
H: 1.0090 6.1353 -5.4256
H: 0.5643 4.2163 -7.7728
H: 2.8696 4.8982 -8.0549
H: 2.5770 6.5091 -7.3559
C: -9.8244 -3.6524 -7.0565
C: -8.7439 -2.7436 -6.5193
C: -9.2065 -1.8160 -5.4320
O: -8.2773 -0.7367 -5.5497
C: -7.8789 -0.7069 -6.8504
O: -7.2510 0.1796 -7.3419
O: -8.2940 -1.8190 -7.5154
H: -9.4457 -4.2368 -7.8968
H: -10.1775 -4.3380 -6.2847
H: -10.6729 -3.0763 -7.4321
H: -7.8806 -3.3369 -6.1999
H: -9.1553 -2.2689 -4.4424
H: -10.2137 -1.4224 -5.5948

Atom charges from the Mulliken analysis, given in e for atoms 1 to 2:
1 C 0.020
2 O -0.413


Record 3
Entry from the Open Molecules 2025 dataset: a gas-phase ion, C11H19N4 (charge +1) (ωB97M-V/def2-TZVPD).

Computed properties:
**Multiplicity**: 1
**Net charge**: +1
**ΔE to the lowest compared entry with this formula, charge and spin**: 162.0 kcal/mol
**Total energy**: -17662.6420 eV
**Strongest force on any atom**: 5.5 eV/A
**LUMO (alpha / beta)**: -5.23 / -5.72 eV
**Frontier orbital gap (alpha / beta)**: 0.264 / 0.260 Eh

CARTESIAN COORDINATES (ANGSTROEM)
C: -1.2919 -1.8719 3.0659
C: -0.0304 -1.7608 2.4996
C: -2.2232 -1.0001 2.4828
C: 0.2764 -0.9986 1.3886
C: -0.7863 -0.2715 0.7499
C: 0.2665 1.5117 -2.8472
C: -1.8287 3.0999 -2.5841
C: 1.8172 -2.3338 0.1386
C: 2.6309 -0.7762 1.9546
C: -1.5118 0.9832 -1.3245
C: -0.7698 2.1152 -1.9030
N: -1.9673 -0.2616 1.4552
N: 1.9639 -0.1635 -0.2130
N: -0.7191 0.1073 -0.4775
N: 1.6213 -1.0266 0.8423
H: -1.5143 -2.5358 3.9154
H: 0.7645 -2.2674 3.0835
H: -3.2385 -0.9693 2.9634
H: 1.0779 2.1739 -3.0926
H: 0.7989 0.6840 -2.3877
H: -0.2564 1.0120 -3.6822
H: -2.4071 3.3998 -1.7266
H: -2.3490 2.4036 -3.3347
H: -1.2692 3.7806 -3.2060
H: 2.8487 -2.5190 0.0986
H: 1.2000 -3.1037 0.5261
H: 1.6689 -2.0689 -0.8754
H: 2.0844 -0.2162 2.7757
H: 3.2811 -1.5629 2.4390
H: 3.3438 -0.0771 1.4745
H: -2.4290 1.2937 -0.6113
H: -1.7981 0.2563 -2.0946
H: -0.3431 2.6466 -1.0614
H: 1.0889 0.3172 -0.4318

Atom charges from the Mulliken analysis, given in e for atoms 1 to 2:
1 C -0.629
2 C 0.013


Record 4
Entry from the Open Molecules 2025 dataset: 2 unconnected molecules or ions with the total composition C28H29N2O5 (ωB97M-V/def2-TZVPD).

Computed properties:
**Multiplicity**: 1
**Net charge**: -1
**ΔE to the lowest compared entry with this formula, charge and spin**: 0.0 kcal/mol
**Total energy**: -42722.7925 eV
**Strongest force on any atom**: 2.4 eV/A
**LUMO**: 1.06 eV
**Frontier orbital gap**: 0.168 Eh

CARTESIAN COORDINATES (ANGSTROEM)
C: 1.2379 1.9542 -5.4347
C: 1.2395 0.4881 -5.0913
O: 0.2818 0.3103 -4.0264
C: 0.2389 -1.0021 -3.6514
C: -0.7751 -1.2631 -2.6565
C: -1.1785 -2.5641 -2.3275
C: -0.5329 -3.7344 -2.8452
C: -0.9813 -5.0010 -2.5295
C: -2.0751 -5.1779 -1.6606
C: -2.5149 -6.4879 -1.2895
N: -2.8919 -7.5514 -0.9731
C: -2.7304 -4.0485 -1.1449
C: -2.2978 -2.7728 -1.4541
O: 1.0166 -1.8040 -4.1868
H: 1.9049 2.1220 -6.2838
H: 0.2347 2.2913 -5.7206
H: 1.6007 2.5557 -4.5884
H: 0.9404 -0.1141 -5.9601
H: 2.2383 0.1677 -4.7561
H: -1.3600 -0.4144 -2.3177
H: 0.3150 -3.5933 -3.5190
H: -0.4883 -5.8765 -2.9685
H: -3.6051 -4.1884 -0.4977
H: -2.8082 -1.8923 -1.0564
C: 2.5781 4.8801 -2.8358
O: 2.1411 3.5287 -2.5617
C: 1.9792 2.9934 -1.3295
C: 1.2860 1.8004 -1.1868
C: 1.0679 1.1844 0.0723
C: 0.1729 0.0706 0.1865
C: -0.5181 -0.2906 1.3782
C: -0.6386 0.6222 2.4714
C: -1.0246 0.2021 3.7265
C: -1.6167 -1.0763 3.9018
N: -2.0023 -1.4991 5.1579
C: -3.3405 -1.9843 5.4354
C: -1.2023 -1.2464 6.3420
C: -1.7742 -1.9001 2.7483
C: -1.1563 -1.5636 1.5602
C: 1.7887 1.7024 1.1858
C: 2.4613 2.9120 1.1264
O: 3.0425 3.4220 2.2459
C: 3.0325 4.8489 2.4774
C: 2.5616 3.6403 -0.1521
O: 3.1381 4.7603 -0.2375
H: 2.7534 4.8740 -3.9152
H: 1.7757 5.5852 -2.6025
H: 3.4897 5.1257 -2.2811
H: 0.8591 1.3405 -2.0756
H: 0.0303 -0.5353 -0.7103
H: -0.3721 1.6659 2.3168
H: -0.9109 0.8605 4.5909
H: -3.9569 -1.9674 4.5299
H: -3.3031 -3.0066 5.8325
H: -3.8133 -1.3537 6.2039
H: -0.1840 -0.9564 6.0626
H: -1.6491 -0.4616 6.9659
H: -1.1571 -2.1605 6.9458
H: -2.3123 -2.8492 2.8507
H: -1.1347 -2.2720 0.7307
H: 1.7887 1.1633 2.1350
H: 3.6088 4.9818 3.3937
H: 3.5023 5.3599 1.6348
H: 2.0001 5.1957 2.6191

Atom charges from the Mulliken analysis, given in e for atoms 1 to 2:
1 C -0.747
2 C -0.296